Entry 1:
Density functional theory data (wB97M-V/def2-TZVPD) for C11H17P in the gas phase in a non-equilibrium geometry.

Calculated values
Total charge = 0
Lowest unoccupied orbital energy = 0.13 eV
HOMO = -8.13 eV
Gap between HOMO and LUMO = 8.3 eV
F_max = 0.090 Eh/bohr
ΔE to the lowest compared entry with this formula, charge and spin = 346.8 kJ/mol
SMILES string = C#C/C(C)=P/C=C(/C)C(C)(C)C

Last column: Mulliken charge in e.
Cartesian coordinates (Å):
C -5.34177 0.77120 0.02380  -0.17
C -4.15573 0.45697 0.00723  -0.79
C -2.87628 -0.13664 -0.15002  0.82
C -2.69726 -1.44482 0.62866  -1.28
P -1.73639 0.66271 -1.06844  -0.35
C -0.43128 -0.54958 -1.12715  -1.13
C 0.82654 -0.57620 -0.59090  0.97
C 1.77189 -1.71503 -0.97278  -1.86
C 1.53575 0.57864 0.11882  2.64
C 0.59149 1.72069 0.40449  -2.79
C 2.21836 0.23999 1.44244  -1.71
C 2.59133 1.19617 -0.83292  -1.50
H -6.29149 1.04338 0.24810  0.53
H -2.64975 -1.07256 1.65172  0.32
H -1.76289 -1.97454 0.47000  0.34
H -3.53738 -2.08051 0.62582  0.40
H -0.89120 -1.56497 -1.51978  0.44
H 1.49920 -2.65445 -0.40575  0.30
H 2.75224 -1.51236 -0.94607  0.52
H 1.73218 -2.01333 -2.01536  0.42
H 1.23139 2.54720 0.69819  0.59
H -0.14963 1.46673 1.18456  0.39
H 0.13008 2.15674 -0.40395  0.66
H 2.25098 1.16737 1.96120  0.49
H 3.09866 -0.43987 1.41103  0.33
H 1.58157 -0.30210 2.30229  0.31
H 3.17674 1.90779 -0.25720  0.45
H 2.19084 1.70325 -1.74138  0.32
H 3.34182 0.41815 -1.14666  0.32

Cartesian forces (eV/Å) of the 3 atoms listed first:
4.4663 -1.0958 0.0290
-2.6058 0.3165 -0.3768
0.1741 -0.8701 0.0084



Entry 2:
Density functional theory data (wB97M-V/def2-TZVPD) for 2 unconnected molecules or ions with the total composition C11H18 in a non-equilibrium geometry.

Calculated values
Total charge = -1
Lowest unoccupied orbital energy (alpha / beta) = 3.75 / 3.58 eV
HOMO (alpha / beta) = 1.29 / -5.63 eV
Gap between HOMO and LUMO (alpha / beta) = 2.5 / 9.2 eV
F_max = 0.041 Eh/bohr
ΔE to the lowest compared entry with this formula, charge and spin = 94.7 kJ/mol
Multiplicity = 2
<S²> = 0.75

Last column: Mulliken charge in e.
Cartesian coordinates (Å):
C 1.14173 -2.83113 0.11139  -1.81
C 1.99402 -0.93963 3.30466  -0.16
C 1.32146 -1.70213 2.37315  -1.77
C 2.82171 0.09878 2.87206  -0.68
C 1.66999 -1.73811 1.01988  2.28
C 3.02456 0.24342 1.50712  -0.25
C 2.47015 -0.65412 0.63892  -1.76
H 1.85713 -1.17634 4.35661  0.39
H 0.56498 -2.40404 2.71839  0.55
H 3.09123 0.72577 3.71979  0.34
H 3.53369 1.15590 1.21967  0.56
H 1.02458 -3.66052 0.81446  0.31
H 1.93914 -3.04401 -0.60104  0.57
H 2.72219 -0.51591 -0.41833  0.28
H 0.14565 -2.59842 -0.29932  0.49
C -1.80601 1.15018 -1.95111  0.91
C -1.07004 2.34208 -1.27942  -1.69
C -2.24714 0.12891 -0.87831  -1.74
C -3.02278 1.72785 -2.68518  -1.77
H -1.08557 0.70491 -2.64645  0.55
H -1.79492 2.90728 -0.69754  0.51
H -0.69983 2.97060 -2.11028  0.39
H -1.79760 -0.86667 -0.96562  0.17
H -2.23196 0.61414 0.10556  0.48
H -3.33197 -0.06712 -0.97369  0.43
H -2.72203 2.10516 -3.66074  0.45
H -3.72260 0.90194 -2.85321  0.35
H -3.60149 2.35718 -2.02549  0.45
H -0.18829 2.06406 -0.71590  0.18

Cartesian forces (eV/Å) of the 3 atoms listed first:
0.6213 0.6239 1.3158
-0.1165 0.3690 -0.4873
-0.0387 -1.5055 0.2003